Here is 2 unconnected molecules or ions with the total composition C9H14 in a non-equilibrium geometry from OMol25. Energies are from ωB97M-V/def2-TZVPD.

* gap between HOMO and LUMO: 10.08 eV
* HOMO level: -9.05 eV
* relative energy (zero: lowest compared OMol25 entry of this formula, charge and spin): 44.6 kJ/mol
* LUMO energy: 0.03765 Ha
* structure (SMILES): Cc1ccccc1.CC

Each line ends with the natural charge from an NBO analysis.
CARTESIAN COORDINATES (ANGSTROEM)
H (4.27446, -0.53580, 0.66163)  0.216
C (-3.66332, 0.05111, 2.16576)  -0.617
C (3.83358, -1.12368, -0.14954)  -0.628
H (-2.71325, 0.21418, 2.67827)  0.207
H (-2.64393, 0.76893, 0.27031)  0.210
H (-0.68809, 1.22972, -1.86322)  0.213
H (1.32405, -2.25781, -0.48196)  0.210
H (-3.83263, -0.47246, 0.13212)  0.202
C (2.48928, 0.91406, -0.68781)  -0.211
H (3.38620, 1.51638, -0.59872)  0.208
C (-3.59953, 0.43894, 0.68297)  -0.623
H (3.66391, -2.11494, 0.27356)  0.213
H (-4.35721, 0.70909, 2.68327)  0.208
H (1.30111, 2.59298, -1.38995)  0.211
C (2.51215, -0.46303, -0.46432)  -0.014
H (-4.27435, 1.22190, 0.33391)  0.206
C (0.19786, -0.55686, -1.15328)  -0.200
H (-3.88347, -1.00004, 2.31547)  0.207
C (1.35358, -1.19652, -0.68769)  -0.220
C (1.34724, 1.54696, -1.12732)  -0.204
H (-0.73085, -1.10819, -1.23644)  0.210
H (4.52184, -1.19033, -0.98610)  0.223
C (0.18138, 0.81540, -1.37091)  -0.227

Forces on atoms 1 to 2 (eV/Å):
H 0.395 -0.110 -0.216
C 0.700 1.045 0.128

***

Here is 2 unconnected molecules or ions with the total composition C9H14 in a non-equilibrium geometry from OMol25. Energies are from ωB97M-V/def2-TZVPD.

* gap between HOMO and LUMO: 9.83 eV
* HOMO level: -8.84 eV
* relative energy (zero: lowest compared OMol25 entry of this formula, charge and spin): 197.0 kJ/mol
* LUMO energy: 0.03654 Ha
* structure (SMILES): Cc1ccccc1.CC

Each line ends with the natural charge from an NBO analysis.
CARTESIAN COORDINATES (ANGSTROEM)
H (2.20653, 0.34621, -2.68908)  0.193
H (0.63607, 1.68026, -1.45620)  0.218
H (1.23687, -1.00512, -2.71652)  0.201
C (-0.37336, 0.11453, 2.35595)  -0.179
H (-1.72909, -1.53270, 2.74297)  0.209
H (0.80603, 1.71850, 1.54771)  0.221
C (0.07184, 0.96633, 1.30311)  -0.243
H (1.79939, -0.15924, -1.23888)  0.202
H (3.69280, -1.54857, -2.88921)  0.210
C (2.03907, -0.57555, -2.17307)  -0.602
H (3.85555, -1.04692, -1.18751)  0.198
H (-2.68621, -1.85771, 0.71381)  0.217
C (-2.07871, -0.91330, 0.84785)  -0.186
H (-1.16359, 1.67380, -1.76829)  0.196
H (2.77167, -2.26638, -1.40262)  0.210
H (0.21308, 0.14257, 3.23881)  0.210
H (-2.29803, 0.24565, -1.16001)  0.225
C (-0.34079, 1.84847, -1.00608)  -0.634
C (-1.39739, -0.77297, 2.08504)  -0.248
C (-0.71560, 0.87808, 0.13400)  0.011
C (-1.91553, 0.07610, -0.11532)  -0.234
C (3.21193, -1.50305, -1.91203)  -0.611
H (-0.34984, 2.89781, -0.85173)  0.216

Forces on atoms 1 to 2 (eV/Å):
H 1.002 0.484 -0.930
H -0.086 -0.486 -0.032

***

Here is 2 unconnected molecules or ions with the total composition C9H14 in a non-equilibrium geometry from OMol25. Energies are from ωB97M-V/def2-TZVPD.

* gap between HOMO and LUMO: 10.07 eV
* HOMO level: -9.03 eV
* relative energy (zero: lowest compared OMol25 entry of this formula, charge and spin): 45.0 kJ/mol
* LUMO energy: 0.03825 Ha
* structure (SMILES): Cc1ccccc1.CC

Each line ends with the natural charge from an NBO analysis.
CARTESIAN COORDINATES (ANGSTROEM)
H (1.32476, -1.30391, -1.76409)  0.212
H (-3.48493, 2.05536, -1.40294)  0.197
H (3.46456, -0.02604, 0.98732)  0.217
H (-0.82411, -0.44576, 2.61999)  0.212
H (-1.14199, -1.36695, -1.57564)  0.214
C (0.84588, -1.05337, -0.82746)  -0.220
C (-1.15322, -0.95208, 0.52315)  -0.241
C (-0.39344, -0.67602, 1.65584)  -0.188
C (0.99368, -0.62117, 1.52858)  -0.220
H (-3.01907, 2.92870, -0.02859)  0.205
C (-0.54255, -1.13549, -0.70384)  -0.205
C (-1.38304, 2.63104, -1.42053)  -0.607
C (3.11907, -0.80736, 0.30802)  -0.635
H (-1.00845, 1.80414, -2.02125)  0.204
C (-2.66287, 2.14238, -0.69478)  -0.615
H (-2.42130, 1.15219, -0.32205)  0.214
H (1.57540, -0.44262, 2.42466)  0.206
C (1.62099, -0.81999, 0.29470)  -0.006
H (-1.66609, 3.38333, -2.16817)  0.194
H (-2.20701, -1.09204, 0.72175)  0.216
H (-0.67076, 3.13859, -0.77972)  0.207
H (3.67960, -0.64804, -0.60972)  0.220
H (3.43920, -1.76336, 0.73570)  0.220

Forces on atoms 1 to 2 (eV/Å):
H -0.012 0.251 -0.147
H 0.059 -0.293 -0.282

***

Here is 2 unconnected molecules or ions with the total composition C9H14 in a non-equilibrium geometry from OMol25. Energies are from ωB97M-V/def2-TZVPD.

* gap between HOMO and LUMO: 10.07 eV
* HOMO level: -9.08 eV
* relative energy (zero: lowest compared OMol25 entry of this formula, charge and spin): 132.6 kJ/mol
* LUMO energy: 0.03636 Ha
* structure (SMILES): Cc1ccccc1.CC

Each line ends with the natural charge from an NBO analysis.
CARTESIAN COORDINATES (ANGSTROEM)
C (-0.91541, 1.69406, -1.32985)  -0.206
C (2.48241, -2.99884, -0.27610)  -0.615
C (-1.14206, 1.87742, 1.07699)  -0.055
H (-2.25954, 0.28221, 2.07515)  0.214
C (2.01993, -2.50903, -1.61983)  -0.617
C (-0.99543, 2.63763, 2.35413)  -0.639
C (-1.28111, 0.38014, -1.18579)  -0.225
H (1.88437, -3.40462, -2.35281)  0.194
H (-1.04962, 3.72151, 2.31336)  0.216
H (-0.14643, 2.52071, 3.05029)  0.227
H (1.79216, -3.84238, -0.01874)  0.201
H (2.50757, -2.28689, 0.51192)  0.206
C (-1.62765, -0.21374, 0.00899)  -0.218
H (-0.40658, 3.47200, -0.11261)  0.210
C (-1.64883, 0.59166, 1.13968)  -0.185
H (-1.44508, -0.17119, -2.12651)  0.209
H (-1.65346, -1.27058, -0.04297)  0.219
H (3.45260, -3.47811, -0.20875)  0.207
C (-0.71788, 2.44480, -0.12399)  -0.198
H (2.73826, -1.92129, -2.18529)  0.210
H (-1.90992, 2.45267, 3.00180)  0.212
H (-0.65096, 2.22402, -2.24701)  0.218
H (0.97268, -2.20216, -1.70207)  0.215

Forces on atoms 1 to 2 (eV/Å):
C 1.074 2.108 2.086
C -0.943 -1.921 0.169

***

Here is 2 unconnected molecules or ions with the total composition C9H14 in a non-equilibrium geometry from OMol25. Energies are from ωB97M-V/def2-TZVPD.

* gap between HOMO and LUMO: 10.07 eV
* HOMO level: -9.03 eV
* relative energy (zero: lowest compared OMol25 entry of this formula, charge and spin): 33.5 kJ/mol
* LUMO energy: 0.03849 Ha
* structure (SMILES): Cc1ccccc1.CC

Each line ends with the natural charge from an NBO analysis.
CARTESIAN COORDINATES (ANGSTROEM)
C (-1.01675, 0.36761, -0.83033)  -0.191
H (2.25017, -1.88532, -0.57207)  0.202
H (4.08147, -1.92484, -0.46867)  0.212
H (-3.34283, 2.91259, 1.43020)  0.218
C (-3.20988, 1.90844, 1.83044)  -0.633
C (3.20035, -1.83575, -1.09145)  -0.615
C (-0.32563, -0.58970, -0.11689)  -0.234
H (0.07294, -1.38239, 1.82538)  0.210
H (2.57878, 0.17861, -1.69916)  0.205
H (0.35125, -1.27703, -0.60845)  0.210
H (2.89225, -0.85657, -3.04484)  0.205
H (-4.18427, 1.40688, 1.73186)  0.222
H (-1.53343, 0.17690, 2.97961)  0.209
H (-0.89448, 0.52039, -1.89401)  0.211
C (-2.13965, 1.10708, 1.18008)  -0.014
C (3.22584, -0.64283, -2.03823)  -0.620
H (3.20327, -2.75501, -1.68914)  0.203
C (-1.91156, 1.21460, -0.18612)  -0.219
C (-0.53043, -0.68253, 1.25595)  -0.191
H (-2.48451, 1.94637, -0.73181)  0.206
C (-1.39283, 0.17293, 1.91109)  -0.220
H (-3.07145, 2.04701, 2.90813)  0.215
H (4.18138, -0.12745, -2.08158)  0.208

Forces on atoms 1 to 2 (eV/Å):
C -0.309 0.593 -0.226
H 0.251 0.088 0.600

***

Here is 2 unconnected molecules or ions with the total composition C9H14 in a non-equilibrium geometry from OMol25. Energies are from ωB97M-V/def2-TZVPD.

* gap between HOMO and LUMO: 9.81 eV
* HOMO level: -8.77 eV
* relative energy (zero: lowest compared OMol25 entry of this formula, charge and spin): 176.8 kJ/mol
* LUMO energy: 0.03808 Ha
* structure (SMILES): Cc1ccccc1.CC

Each line ends with the natural charge from an NBO analysis.
CARTESIAN COORDINATES (ANGSTROEM)
H (-2.40048, -0.60477, 3.24412)  0.203
H (-1.34865, -1.15636, 4.30696)  0.210
H (0.07874, -2.24890, -1.21801)  0.218
C (1.16797, -0.38141, -1.05593)  -0.222
C (-1.34820, -0.69537, 3.36048)  -0.624
H (0.28417, -1.33960, 2.03097)  0.201
C (2.44552, 1.66497, -1.22708)  -0.642
H (-1.16863, -1.31149, 1.14082)  0.205
H (-1.93957, -1.06789, -1.84236)  0.202
C (-0.71037, -1.54497, 2.18705)  -0.608
C (-1.17220, 0.90043, -1.89501)  -0.193
C (-0.07261, 1.74988, -1.57916)  -0.227
C (1.10399, 0.98543, -1.26615)  -0.002
H (2.34094, 2.14193, -0.33224)  0.227
H (2.45169, 2.48538, -1.96650)  0.210
H (3.31924, 1.02086, -1.54135)  0.224
H (-0.90244, -2.59863, 2.26562)  0.201
H (2.15260, -0.77444, -0.78200)  0.207
H (-1.07367, 0.39866, 3.23075)  0.210
H (-0.12082, 2.80376, -1.88290)  0.222
C (0.08660, -1.18873, -1.36724)  -0.195
C (-1.05815, -0.46761, -1.68923)  -0.233
H (-2.11568, 1.22887, -2.12162)  0.205

Forces on atoms 1 to 2 (eV/Å):
H -1.267 -0.216 -0.737
H 1.202 -0.160 1.384